Entry 1:
C14H36N2O6Rb | ωB97M-V/def2-TZVPD

Geometry as ORCA input:
```
! RIJCOSX wB97M-V def2-TZVPD def2/J DEFGRID3
* xyz 1 1
Rb -0.14259 2.13606 -0.59897
C 1.86259 1.37902 -4.16471
O 0.87996 0.99811 -3.23121
C -0.18862 0.30924 -3.85423
C -1.35761 0.06669 -2.97512
N -2.03911 1.27650 -2.67160
C -3.23505 0.93908 -1.82809
C -4.23777 2.04037 -1.59899
O -4.82539 2.39845 -2.81901
C -5.54416 3.64083 -2.78623
H 1.62919 2.38672 -4.50845
H 2.05366 0.64697 -4.94937
H 2.74515 1.63628 -3.57904
H 0.11571 -0.69108 -4.16221
H -0.49887 0.81985 -4.76589
H -1.24065 -0.68800 -2.19739
H -2.01988 -0.48483 -3.64245
H -2.28472 1.76280 -3.52206
H -3.05485 0.46027 -0.86561
H -3.77562 0.15255 -2.35464
H -3.73139 2.91213 -1.18460
H -5.01486 1.67114 -0.92972
H -6.36526 3.64081 -3.50309
H -4.94246 4.52136 -3.01146
H -5.83791 3.89605 -1.76806
C 1.77867 -0.97083 -1.07902
O 2.09840 0.24961 -0.32400
C 3.45874 0.39002 0.07364
C 3.95571 -0.73262 0.99653
N 3.38186 -0.46739 2.31946
C 3.23436 -1.68098 3.08842
C 2.69981 -1.43188 4.49915
O 1.29763 -1.01200 4.60791
C 0.57721 -1.35357 5.79945
H 0.73779 -0.88138 -1.38991
H 1.65854 -1.80771 -0.39105
H 2.50424 -1.20409 -1.85828
H 3.59127 1.28997 0.67417
H 4.01723 0.43643 -0.86126
H 5.04546 -0.73300 1.02022
H 3.66268 -1.74452 0.71674
H 2.47062 -0.05515 2.17878
H 4.17780 -2.13788 3.38719
H 2.67928 -2.48045 2.59769
H 3.31156 -0.74078 5.07901
H 2.89379 -2.33727 5.07426
H 1.00052 -0.85605 6.67202
H 0.48482 -2.41828 6.01385
H -0.45063 -1.03315 5.62925
C -0.47402 -1.96690 1.89151
C -0.80624 -0.50765 1.94580
O -1.38899 -0.09901 0.74885
O -1.64869 -2.81018 1.93335
H 0.17949 -2.37479 2.66265
H 0.04541 -2.24172 0.97349
H 0.11877 0.04932 2.09491
H -1.43897 -0.16668 2.76525
H -2.19820 -0.61514 0.76863
H -1.60518 -3.38176 1.16328
*
```

Output
Calculated total energy ... -1139.73959 Eh
LUMO ... -2.64 eV
E_HOMO ... -0.4231 Ha

Entry 2:
C38H29F10N4S2SbW | ωB97M-V/def2-TZVPD

Geometry as ORCA input:
```
! RIJCOSX wB97M-V def2-TZVPD def2/J DEFGRID3
* xyz 2 3
W -0.08893 1.43691 -1.36429
C 1.03868 1.94913 1.43876
N 0.96918 2.57370 0.09907
C 2.35145 2.76781 -0.43729
C 2.85585 1.47485 -1.06560
N 1.78526 0.91459 -1.89483
C 2.07525 -0.15343 -2.74771
C 3.19448 -0.98934 -2.68011
F 4.12955 -0.81117 -1.73529
C 3.36903 -2.05315 -3.55467
F 4.44123 -2.81679 -3.44365
C 2.41808 -2.33051 -4.52494
F 2.58161 -3.34812 -5.34974
C 1.28047 -1.53415 -4.60882
F 0.35106 -1.78352 -5.51359
C 1.13340 -0.48121 -3.72931
F 0.00430 0.27264 -3.80783
C 0.18614 3.84526 0.19462
C -1.31040 3.54787 0.32032
N -1.64664 2.42111 -0.55404
C -2.96598 1.96278 -0.63699
C -4.04826 2.33709 0.16443
F -3.90826 3.25460 1.12631
C -5.29872 1.75020 0.01014
F -6.28862 2.11738 0.80309
C -5.51366 0.77818 -0.95820
F -6.70150 0.22118 -1.09309
C -4.46300 0.39249 -1.78492
F -4.63664 -0.52281 -2.72192
C -3.23412 0.99187 -1.60503
F -2.19683 0.63389 -2.43047
H 1.52438 2.64464 2.12623
H 1.60898 1.02133 1.38203
H 0.02854 1.72763 1.77599
H 3.02313 3.08210 0.36651
H 2.30193 3.56485 -1.18176
H 3.15554 0.76220 -0.29167
H 3.75507 1.70116 -1.64756
H 0.39720 4.42115 -0.70810
H 0.51761 4.42195 1.06330
H -1.85506 4.45724 0.04393
H -1.57998 3.32912 1.35621
S -0.52813 -0.67971 -0.33328
Sb -0.11714 -1.85913 1.62870
C 1.65902 -1.16450 2.45819
C 1.73125 -0.82726 3.80598
C 2.94063 -0.39731 4.33843
C 4.06415 -0.31307 3.53199
C 3.99432 -0.66008 2.18817
C 2.79303 -1.08745 1.64816
C 0.11479 -3.79765 0.92894
C -0.57831 -4.88691 1.44982
C -0.36932 -6.14908 0.91419
C 0.52470 -6.32206 -0.12969
C 1.21805 -5.23815 -0.64685
C 1.01375 -3.97249 -0.12434
C -1.70117 -1.48075 2.92344
C -1.76790 -0.19563 3.46725
C -2.82974 0.15925 4.28291
C -3.82913 -0.76316 4.55496
C -3.77063 -2.03703 4.01340
C -2.70970 -2.40087 3.19508
H 0.86269 -0.90223 4.44763
H 3.00497 -0.13797 5.38548
H 5.00485 0.01333 3.95307
H 4.87885 -0.60907 1.56795
H 2.74708 -1.35946 0.59926
H -1.25846 -4.78004 2.28163
H -0.90247 -6.99783 1.31770
H 0.68486 -7.30804 -0.54185
H 1.91767 -5.38106 -1.45782
H 1.54387 -3.12907 -0.55309
H -0.98848 0.53024 3.27058
H -2.87687 1.15086 4.71194
H -4.65632 -0.48692 5.19373
H -4.55292 -2.75191 4.22517
H -2.69759 -3.39304 2.76995
S -0.94233 4.63293 -4.68711
C 0.69015 4.14688 -4.78278
C 0.98482 3.28457 -3.77900
N -0.06965 3.02185 -2.93183
C -1.14976 3.67636 -3.32022
H 1.34310 4.50265 -5.56049
H 1.92948 2.79472 -3.60720
H -2.09086 3.60261 -2.79765
*
```

Output
Calculated total energy ... -3786.25918 Eh
LUMO (alpha / beta) ... -6.04 / -6.28 eV
E_HOMO (alpha / beta) ... -0.4758 / -0.4847 Ha

Entry 3:
C2H3O3Y | ωB97M-V/def2-TZVPD

Geometry as ORCA input:
```
! RIJCOSX wB97M-V def2-TZVPD def2/J DEFGRID3
* xyz 1 2
O -0.39279 -0.33982 -0.07071
C -0.87571 0.97389 -0.18433
Y -0.87439 -2.50485 0.57076
H -1.97433 1.02930 -0.17048
H -0.47435 1.57508 0.64800
H -0.56132 1.41501 -1.14399
O 1.47675 -1.83664 0.21187
C 1.47865 -0.62658 0.03263
O 2.19749 0.31461 0.10625
*
```

Output
Calculated total energy ... -341.75276 Eh
LUMO (alpha / beta) ... -5.38 / -5.84 eV
E_HOMO (alpha / beta) ... -0.4431 / -0.5428 Ha

Entry 4:
C56H66N2O2P4STi | ωB97M-V/def2-TZVPD

Geometry as ORCA input:
```
! RIJCOSX wB97M-V def2-TZVPD def2/J DEFGRID3
* xyz 2 1
Ti -0.22356 0.03288 -0.27263
C 2.64150 1.33646 4.09014
C 2.00477 1.53371 2.71094
C 3.13310 1.59574 1.67861
P 0.66742 0.36131 2.21017
C -0.82993 0.80945 3.21980
C -0.60169 1.19542 4.67722
C -1.85467 -0.31761 3.11792
C 1.08466 -1.32391 2.64072
C 1.58564 -1.77470 3.86495
C 1.79111 -3.12059 4.11080
C 2.34756 -3.61238 5.41735
C 1.45409 -4.01517 3.09248
C 0.93692 -3.59327 1.88514
C 0.74585 -2.22897 1.63209
N 0.14180 -1.74428 0.44644
C 0.05526 -2.68599 -0.64592
C 1.17995 -3.35152 -1.12425
C 1.06564 -4.26041 -2.16185
C -0.16483 -4.53321 -2.75694
C -0.27862 -5.51026 -3.89259
C -1.28071 -3.84552 -2.28828
C -1.18030 -2.92337 -1.25666
P -2.47773 -1.77604 -0.72477
C -3.39606 -2.71514 0.61806
C -2.43780 -3.36506 1.61557
C -4.32207 -3.80643 0.07324
C -3.73971 -1.74925 -2.08054
C -3.22902 -1.28685 -3.44339
C -4.92497 -0.89209 -1.62017
H 3.26844 2.20405 4.30557
H 1.92935 1.23191 4.90341
H 3.29307 0.46283 4.08272
H 1.48005 2.49612 2.70536
H 3.77401 0.71701 1.77090
H 2.76908 1.66498 0.65693
H 3.75676 2.46881 1.88205
H -1.24808 1.67675 2.69927
H -0.15944 0.37369 5.24362
H 0.03034 2.07620 4.78636
H -1.56709 1.42201 5.13475
H -1.49446 -1.21078 3.63076
H -2.78670 -0.00830 3.59349
H -2.07552 -0.57616 2.07941
H 1.80888 -1.06339 4.64860
H 2.42033 -2.80755 6.14720
H 1.71943 -4.39783 5.83826
H 3.34506 -4.03269 5.27891
H 1.58639 -5.07815 3.25867
H 0.66186 -4.33068 1.14624
H 2.14373 -3.18507 -0.66144
H 1.95074 -4.77807 -2.51263
H 0.49894 -6.27057 -3.83943
H -1.24733 -6.00837 -3.89029
H -0.17379 -4.99666 -4.85071
H -2.24282 -4.02996 -2.75311
H -3.99391 -1.96504 1.14738
H -1.88669 -4.17504 1.13448
H -1.71980 -2.67257 2.04138
H -3.01305 -3.80015 2.43457
H -3.75875 -4.51882 -0.53466
H -4.74079 -4.36005 0.91509
H -5.15686 -3.43051 -0.51474
H -4.08306 -2.77900 -2.19469
H -2.88600 -0.25448 -3.43338
H -2.40124 -1.89428 -3.80600
H -4.04488 -1.35417 -4.16609
H -4.62164 0.13937 -1.43051
H -5.69224 -0.86994 -2.39552
H -5.38971 -1.27426 -0.70982
O 0.62275 2.03926 -0.36566
P 0.43697 3.53388 -0.21437
C -1.03816 3.76850 0.82372
P -2.34700 2.63080 0.28064
O -1.83351 1.21380 0.05198
C -2.98632 3.28778 -1.24718
C -3.35014 4.62580 -1.39048
C -3.84449 5.07019 -2.60435
C -3.98850 4.18405 -3.66675
C -3.63014 2.85209 -3.52224
C -3.12303 2.40582 -2.31206
C -3.60166 2.61826 1.54623
C -3.87686 3.76324 2.29645
C -4.90924 3.74560 3.21899
C -5.66703 2.59300 3.38862
C -5.39981 1.45788 2.63684
C -4.36765 1.46636 1.71124
C 0.17899 4.41509 -1.74543
C -0.07545 3.72172 -2.92422
C -0.32147 4.42585 -4.09366
C -0.31919 5.81350 -4.08326
C -0.06338 6.50692 -2.90615
C 0.19252 5.81124 -1.73746
C 1.79549 4.38273 0.57910
C 1.73136 4.93273 1.85659
C 2.84469 5.56140 2.39633
C 4.01825 5.64294 1.66150
C 4.08551 5.10470 0.38141
C 2.97699 4.48085 -0.16263
H -1.38339 4.80294 0.77048
H -0.79456 3.53090 1.86143
H -3.25933 5.32742 -0.56859
H -4.12435 6.10858 -2.72155
H -4.38357 4.53824 -4.60993
H -3.73715 2.16334 -4.35063
H -2.80944 1.38037 -2.18892
H -3.29281 4.66728 2.17024
H -5.12524 4.62734 3.80706
H -6.47192 2.58303 4.11146
H -5.99721 0.56563 2.77152
H -4.14679 0.58488 1.12018
H -0.07990 2.64122 -2.92443
H -0.51328 3.88849 -5.01336
H -0.50803 6.35978 -4.99835
H -0.04911 7.58870 -2.90374
H 0.41683 6.35538 -0.82611
H 0.81891 4.88800 2.43907
H 2.79098 5.99632 3.38542
H 4.88214 6.14007 2.08274
H 4.99921 5.17988 -0.19258
H 3.02390 4.07156 -1.16576
S -0.25099 0.06839 -2.69675
C 1.45512 -0.20704 -2.47538
C 2.41688 -0.43006 -3.45473
C 3.69619 -0.74674 -3.04208
C 3.98502 -0.86313 -1.68214
C 2.97620 -0.62698 -0.77558
N 1.75267 -0.26733 -1.17476
H 2.14941 -0.37357 -4.50047
H 4.47157 -0.92623 -3.77574
H 4.97121 -1.14069 -1.33945
H 3.12395 -0.73335 0.28990
*
```

Output
Calculated total energy ... -5046.41683 Eh
LUMO ... -5.34 eV
E_HOMO ... -0.4413 Ha

> Which of these has the lowest calculated total energy?

C56H66N2O2P4STi

> Which formula does entry 3 have?

C2H3O3Y

Repeat the first record exactly.
C14H36N2O6Rb | ωB97M-V/def2-TZVPD

Geometry as ORCA input:
```
! RIJCOSX wB97M-V def2-TZVPD def2/J DEFGRID3
* xyz 1 1
Rb -0.14259 2.13606 -0.59897
C 1.86259 1.37902 -4.16471
O 0.87996 0.99811 -3.23121
C -0.18862 0.30924 -3.85423
C -1.35761 0.06669 -2.97512
N -2.03911 1.27650 -2.67160
C -3.23505 0.93908 -1.82809
C -4.23777 2.04037 -1.59899
O -4.82539 2.39845 -2.81901
C -5.54416 3.64083 -2.78623
H 1.62919 2.38672 -4.50845
H 2.05366 0.64697 -4.94937
H 2.74515 1.63628 -3.57904
H 0.11571 -0.69108 -4.16221
H -0.49887 0.81985 -4.76589
H -1.24065 -0.68800 -2.19739
H -2.01988 -0.48483 -3.64245
H -2.28472 1.76280 -3.52206
H -3.05485 0.46027 -0.86561
H -3.77562 0.15255 -2.35464
H -3.73139 2.91213 -1.18460
H -5.01486 1.67114 -0.92972
H -6.36526 3.64081 -3.50309
H -4.94246 4.52136 -3.01146
H -5.83791 3.89605 -1.76806
C 1.77867 -0.97083 -1.07902
O 2.09840 0.24961 -0.32400
C 3.45874 0.39002 0.07364
C 3.95571 -0.73262 0.99653
N 3.38186 -0.46739 2.31946
C 3.23436 -1.68098 3.08842
C 2.69981 -1.43188 4.49915
O 1.29763 -1.01200 4.60791
C 0.57721 -1.35357 5.79945
H 0.73779 -0.88138 -1.38991
H 1.65854 -1.80771 -0.39105
H 2.50424 -1.20409 -1.85828
H 3.59127 1.28997 0.67417
H 4.01723 0.43643 -0.86126
H 5.04546 -0.73300 1.02022
H 3.66268 -1.74452 0.71674
H 2.47062 -0.05515 2.17878
H 4.17780 -2.13788 3.38719
H 2.67928 -2.48045 2.59769
H 3.31156 -0.74078 5.07901
H 2.89379 -2.33727 5.07426
H 1.00052 -0.85605 6.67202
H 0.48482 -2.41828 6.01385
H -0.45063 -1.03315 5.62925
C -0.47402 -1.96690 1.89151
C -0.80624 -0.50765 1.94580
O -1.38899 -0.09901 0.74885
O -1.64869 -2.81018 1.93335
H 0.17949 -2.37479 2.66265
H 0.04541 -2.24172 0.97349
H 0.11877 0.04932 2.09491
H -1.43897 -0.16668 2.76525
H -2.19820 -0.61514 0.76863
H -1.60518 -3.38176 1.16328
*
```

Output
Calculated total energy ... -1139.73959 Eh
LUMO ... -2.64 eV
E_HOMO ... -0.4231 Ha

> Among the records above, which one has the lowest calculated total energy?

C56H66N2O2P4STi